Record 1
This record from OMol25 describes a molecular structure, C45H43N3O6Pd at a distorted geometry. The level of theory is wB97M-V/def2-TZVPD.

Computed properties:
- F_max: 1.64 eV/A
- Charge: 0
- Energy above the lowest of the compared OMol25 structures with the same formula, charge and spin: 51.2 kJ/mol
- LUMO: -0.0347 hartree
- Orbital gap: 0.252 Eh

The geometry in XYZ format:
```
98
C45H43N3O6Pd | OMol25 | wB97M-V/def2-TZVPD
Pd 0.5239 -0.8217 -0.3685
O 6.6523 -3.7011 0.5831
C 6.5271 -2.3064 0.3879
C 5.1079 -1.9536 0.0513
C 4.7784 -0.6288 -0.2472
C 3.4614 -0.3168 -0.4906
N 2.4856 -1.2207 -0.4598
C 2.7882 -2.5183 -0.2288
C 4.1078 -2.8979 0.0272
C 1.6666 -3.4344 -0.2763
C 1.7740 -4.8201 -0.1462
C 0.6628 -5.6287 -0.2431
C 0.7910 -7.1260 -0.1188
O 1.8544 -7.6598 -0.8848
C -0.5701 -5.0165 -0.4855
C -0.6177 -3.6437 -0.5793
N 0.4519 -2.8627 -0.4773
H 7.5839 -3.9328 0.5744
H 7.1797 -1.9650 -0.4234
H 6.8117 -1.7583 1.2949
H 5.5344 0.1439 -0.2584
H 3.1490 0.6946 -0.7193
H 4.3416 -3.9305 0.2383
H 2.7389 -5.2739 0.0349
H -0.1616 -7.5998 -0.3780
H 1.0296 -7.3852 0.9145
H 1.7373 -7.4057 -1.8063
H -1.4713 -5.6042 -0.5962
H -1.5608 -3.1357 -0.7512
C -3.0384 2.0568 3.0425
C -2.5021 2.9083 1.8960
C -2.9753 4.3513 1.9764
O -2.9203 2.3465 0.6612
C -1.7893 1.8758 -0.0633
C -0.6789 1.8752 1.0002
O -1.0900 2.8965 1.8908
C 0.7237 2.1033 0.3778
O 0.8957 1.1058 -0.5809
C 0.7634 3.4610 -0.3321
C 0.9362 3.5007 -1.7120
C 0.9720 4.7128 -2.3877
C 0.8516 5.9048 -1.6895
C 0.6631 5.8734 -0.3155
C 0.6068 4.6620 0.3590
C 1.8201 1.9953 1.4677
C 1.9215 0.8118 2.1965
C 2.9187 0.6216 3.1398
C 3.8469 1.6242 3.3825
C 3.7622 2.8030 2.6619
C 2.7694 2.9860 1.7055
C -2.0558 0.4909 -0.7828
O -1.4022 -0.5213 -0.1042
C -3.5672 0.1687 -0.7957
C -4.5258 1.0865 -1.2115
C -5.8705 0.7515 -1.2087
C -6.2793 -0.5175 -0.8252
C -5.3286 -1.4521 -0.4487
C -3.9849 -1.1035 -0.4231
C -1.6730 0.5716 -2.2774
C -1.8676 1.7122 -3.0517
C -1.6080 1.7030 -4.4148
C -1.1749 0.5465 -5.0425
C -0.9926 -0.6008 -4.2871
C -1.2379 -0.5845 -2.9216
H -4.1266 2.0284 3.0017
H -2.7066 2.4810 3.9896
H -2.6500 1.0420 2.9475
H -4.0542 4.3858 1.8347
H -2.4789 4.9263 1.1952
H -2.7150 4.7761 2.9458
H -1.5226 2.6168 -0.8201
H -0.6705 0.9129 1.5202
H 1.0331 2.5649 -2.2445
H 1.0948 4.7246 -3.4640
H 0.9017 6.8492 -2.2171
H 0.5581 6.7982 0.2389
H 0.4400 4.6475 1.4258
H 1.2111 0.0172 2.0391
H 2.9689 -0.3165 3.6803
H 4.6181 1.4907 4.1311
H 4.4837 3.5918 2.8397
H 2.7570 3.9091 1.1450
H -4.2285 2.0776 -1.5240
H -6.6050 1.4898 -1.5057
H -7.3300 -0.7789 -0.8188
H -5.6282 -2.4575 -0.1755
H -3.2340 -1.8128 -0.1055
H -2.2287 2.6301 -2.6076
H -1.7549 2.6103 -4.9878
H -1.0039 0.5382 -6.1114
H -0.6811 -1.5217 -4.7654
H -1.1549 -1.5098 -2.3692
C -2.3327 -3.2064 2.7271
C -1.1206 -2.4722 2.4219
N -0.1727 -1.8751 2.1745
H -2.3111 -4.1677 2.2143
H -3.1992 -2.6353 2.3934
H -2.4026 -3.3722 3.8011
```

These are the Löwdin partial charges, in e, on atoms 1 to 2: atom 1 (Pd): 1.070, atom 2 (O): -0.052

=====

Record 2
This record from OMol25 describes a molecular structure, C5H10F15HfO20S5 at a distorted geometry. The level of theory is wB97M-V/def2-TZVPD.

Computed properties:
- F_max: 4.26 eV/A
- Charge: -1
- Energy above the lowest of the compared OMol25 structures with the same formula, charge and spin: 2307.1 kJ/mol
- LUMO: -0.1944 hartree
- Orbital gap: 0.066 Eh

The geometry in XYZ format:
```
56
C5H10F15HfO20S5 | OMol25 | wB97M-V/def2-TZVPD
Hf -17.1716 33.3548 -33.5494
C -18.8356 32.2277 -40.1091
F -17.9906 33.1882 -40.4567
F -19.6846 32.4256 -41.0496
F -18.2583 31.0494 -40.2763
S -19.6768 32.4448 -38.4166
O -18.7603 32.9281 -37.3768
O -20.8410 33.3421 -38.5997
O -20.1903 31.1501 -38.0617
C -17.1771 27.3608 -36.6814
F -16.5426 28.3653 -37.2827
F -18.2543 27.0104 -37.3824
F -16.3256 26.2991 -36.5881
S -17.7060 27.9495 -34.9304
O -19.1659 27.7053 -34.9358
O -16.9776 27.0168 -34.0039
O -17.4640 29.3767 -34.7523
C -12.4230 37.5870 -36.0772
F -12.8594 38.3463 -35.0983
F -11.7659 38.2805 -37.0437
F -11.6842 36.6771 -35.5550
S -13.9200 36.6176 -36.9239
O -13.3673 35.5250 -37.7454
O -14.6521 35.9429 -35.7891
O -14.6571 37.6609 -37.6531
C -22.9687 32.3457 -30.9799
F -24.2582 32.0722 -30.7170
F -22.7747 33.6411 -30.6808
F -22.1852 31.8686 -30.0156
S -22.3586 31.8730 -32.7965
O -22.8351 30.4838 -32.9056
O -22.9677 32.6728 -33.8554
O -20.9248 32.1694 -32.8060
C -19.0999 39.2789 -34.9630
F -17.8138 39.0541 -34.8376
F -19.4718 40.3032 -34.2399
F -19.4639 39.6194 -36.1634
S -20.0975 37.8188 -34.3006
O -21.3428 37.7456 -35.0799
O -19.2507 36.6476 -34.4992
O -20.3120 38.0598 -32.8399
O -17.3250 31.2730 -30.7104
H -18.0811 30.6950 -30.6075
H -16.8017 31.1261 -29.9225
O -19.0610 34.9240 -30.6100
H -19.7202 35.6071 -30.7327
H -19.0271 34.7905 -29.6628
O -15.4952 35.9428 -31.5619
H -15.9338 36.6904 -31.1556
H -14.5624 36.1472 -31.4963
O -14.7976 31.8823 -36.4752
H -14.2774 31.0792 -36.4999
H -14.3325 32.4873 -37.0530
O -13.8675 32.5806 -32.5575
H -13.3164 32.7691 -31.7979
H -13.2485 32.3767 -33.2585
```

These are the Löwdin partial charges, in e, on atoms 1 to 2: atom 1 (Hf): 1.901, atom 2 (C): -0.703

=====

Record 3
This record from OMol25 describes a single C15H22FN3O2S molecule. The level of theory is wB97M-V/def2-TZVPD.

Computed properties:
- F_max: 0.94 eV/A
- Structure (SMILES): O=S(=O)(N1CCCCC1)N1CCN(c2ccccc2F)CC1
- Charge: 0
- LUMO: 0.0283 hartree
- Orbital gap: 0.324 Eh

The geometry in XYZ format:
```
44
C15H22FN3O2S | OMol25 | wB97M-V/def2-TZVPD
O 2.7084 -2.2547 0.5198
S 2.4820 -0.8459 0.6049
O 3.5900 0.0531 0.5158
N 1.7497 -0.5545 2.0471
C 1.4959 0.8251 2.3935
C 0.1040 1.2798 1.9541
C -0.9516 0.3472 2.5433
C -0.6626 -1.0847 2.0997
C 0.7523 -1.4898 2.5124
H 1.0275 -2.4620 2.1036
H 0.8231 -1.5339 3.6053
H -1.3822 -1.7749 2.5425
H -0.7555 -1.1394 1.0157
H -1.9466 0.6454 2.2073
H -0.9262 0.4075 3.6340
H -0.0648 2.3072 2.2801
H 0.0418 1.2436 0.8668
H 2.2827 1.4130 1.9214
H 1.5918 0.9198 3.4812
N 1.3683 -0.4241 -0.6008
C 0.8912 -1.5343 -1.4050
H 1.7284 -2.1017 -1.8322
C -0.0038 -0.9665 -2.5273
N -0.5910 0.2956 -2.1491
C -1.7589 0.3390 -1.4140
C -2.4456 1.5426 -1.1868
C -3.6242 1.6156 -0.4767
C -4.2033 0.4614 0.0212
C -3.5847 -0.7503 -0.2256
C -2.3933 -0.8104 -0.9235
H -1.9474 -1.7779 -1.0847
H -4.0263 -1.6661 0.1372
H -5.1258 0.5107 0.5767
H -4.0841 2.5819 -0.3405
F -1.9725 2.7125 -1.6988
C 0.4275 1.3217 -2.0026
H 0.0727 2.1069 -1.3405
C 1.7223 0.7146 -1.4216
H 2.4122 0.4142 -2.2224
H 2.2411 1.4339 -0.7911
H 0.6375 1.7684 -2.9817
H -0.7807 -1.6772 -2.8074
H 0.6050 -0.7734 -3.4158
H 0.3419 -2.2047 -0.7420
```

These are the Löwdin partial charges, in e, on atoms 1 to 2: atom 1 (O): -0.264, atom 2 (S): 0.643

=====

Record 4
This record from OMol25 describes 2 unconnected molecules or ions with the total composition C13H17P at a distorted geometry. The level of theory is wB97M-V/def2-TZVPD.

Computed properties:
- F_max: 3.75 eV/A
- Structure (SMILES): Cc1cc(C)cc(C)c1.C=PC#CC
- Charge: 0
- Energy above the lowest of the compared OMol25 structures with the same formula, charge and spin: 285.3 kJ/mol
- LUMO: 0.0018 hartree
- Orbital gap: 0.313 Eh

The geometry in XYZ format:
```
31
C13H17P | OMol25 | wB97M-V/def2-TZVPD
C 2.6429 0.5909 -3.2092
C 2.5687 0.8498 -2.0316
C -2.0735 -1.2939 0.9728
C -0.9338 0.5815 0.0049
C -1.6741 -0.6325 -0.1472
C -1.7284 -0.8837 2.2249
C -0.6631 1.0951 1.2429
C -0.8710 0.2236 2.3574
C 2.7621 0.3911 -4.6405
C -2.2416 -1.1674 -1.4734
C -2.2024 -1.6939 3.4199
C -0.1699 2.3946 1.5579
C 3.7469 0.1404 0.2031
P 2.4464 1.1249 -0.3452
H -2.7489 -2.0564 0.9442
H -0.7519 0.9147 -0.9884
H 3.8148 0.4178 -5.1040
H 2.3978 -0.5380 -4.8881
H 2.2361 1.2145 -5.1751
H -3.0237 -1.7799 -1.1722
H -2.4233 -0.4301 -2.2224
H -1.5204 -1.9549 -1.8523
H -2.6858 -1.1174 4.2901
H -3.0026 -2.4980 3.0550
H -1.4370 -2.2385 3.8502
H 0.5245 2.6886 0.8637
H -0.9342 3.1086 1.5670
H 0.2610 2.4312 2.5027
H 4.3160 -0.4572 -0.4591
H 3.9993 -0.0176 1.2858
H -0.6308 0.5922 3.3662
```

These are the Löwdin partial charges, in e, on atoms 1 to 2: atom 1 (C): -0.148, atom 2 (C): -0.377

=====

Record 5
This record from OMol25 describes a single C3H5N3 molecule. The level of theory is wB97M-V/def2-TZVPD.

Computed properties:
- F_max: 0.57 eV/A
- Structure (SMILES): C[C@H]1C=NN=N1
- Charge: 0
- Energy above the lowest of the compared OMol25 structures with the same formula, charge and spin: 222.1 kJ/mol
- LUMO: 0.0040 hartree
- Orbital gap: 0.377 Eh

The geometry in XYZ format:
```
11
C3H5N3 | OMol25 | wB97M-V/def2-TZVPD
C -1.2000 0.4043 0.3490
N -0.0823 -1.1138 -0.9994
C 0.0586 0.2687 -0.5363
C 1.3271 0.1583 0.2422
N 1.6852 -1.0609 0.3645
N 0.7360 -1.8367 -0.4179
H -2.0382 -0.0752 -0.1652
H -1.0320 -0.1407 1.2827
H -1.4536 1.4406 0.5617
H 0.0729 1.0000 -1.3520
H 1.9263 0.9554 0.6707
```

These are the Löwdin partial charges, in e, on atoms 1 to 2: atom 1 (C): -0.055, atom 2 (N): 0.012

=====

Record 6
This record from OMol25 describes a molecular structure, C26H23N5PdSe. The level of theory is wB97M-V/def2-TZVPD.

Computed properties:
- F_max: 0.69 eV/A
- Charge: 0
- Energy above the lowest of the compared OMol25 structures with the same formula, charge and spin: 51.3 kJ/mol
- LUMO: 0.0090 hartree
- Orbital gap: 0.262 Eh

The geometry in XYZ format:
```
56
C26H23N5PdSe | OMol25 | wB97M-V/def2-TZVPD
Pd 0.3093 -0.8957 -0.1879
C -1.0636 -7.3682 -0.1724
C -1.2483 -5.8772 -0.2121
C -1.8597 -5.2405 -1.2930
C -1.9696 -3.8671 -1.3614
C -1.5069 -3.0344 -0.3296
N -1.5694 -1.6397 -0.3908
C -2.5652 -1.0852 -1.1760
C -3.9036 -1.4676 -0.9709
C -4.9520 -0.8948 -1.6543
C -4.7364 0.1369 -2.5697
C -5.8770 0.8367 -3.2538
C -3.4268 0.5217 -2.7905
C -2.3548 -0.0997 -2.1492
N -1.0435 0.2951 -2.5762
C -0.7372 0.7993 -3.7850
C 0.5379 1.3150 -3.7278
C 0.9556 1.0713 -2.4209
N 0.0009 0.4584 -1.7271
C -0.9037 -3.6920 0.7549
C -0.7586 -5.0714 0.8024
N -0.4039 -2.9269 1.8449
C -0.4852 -3.2044 3.1602
C 0.1191 -2.1742 3.8454
C 0.5486 -1.2898 2.8498
N 0.2350 -1.7648 1.6556
H -1.7768 -7.8701 -0.8259
H -1.1994 -7.7585 0.8366
H -0.0608 -7.6496 -0.5015
H -2.2379 -5.8373 -2.1151
H -2.4336 -3.4098 -2.2250
H -4.0943 -2.2355 -0.2323
H -5.9625 -1.2301 -1.4517
H -6.7752 0.2200 -3.2430
H -5.6386 1.0656 -4.2931
H -6.1190 1.7787 -2.7571
H -3.2287 1.3365 -3.4754
H -1.4441 0.7631 -4.5941
H 1.0891 1.7853 -4.5213
H 1.9005 1.2918 -1.9555
H -0.2380 -5.5119 1.6450
H -0.9977 -4.0859 3.5030
H 0.2175 -2.0659 4.9100
H 1.0589 -0.3451 2.9283
Se 2.7098 -0.4821 -0.1665
C 3.5161 -2.1002 0.4952
C 4.2803 -2.8488 -0.3970
C 4.9210 -4.0091 0.0135
C 4.7992 -4.4488 1.3231
C 4.0480 -3.7036 2.2211
C 3.4222 -2.5349 1.8144
H 4.3613 -2.5213 -1.4253
H 5.5096 -4.5754 -0.6972
H 5.2918 -5.3579 1.6434
H 3.9590 -4.0239 3.2521
H 2.8759 -1.9487 2.5362
```

These are the Löwdin partial charges, in e, on atoms 1 to 2: atom 1 (Pd): 0.703, atom 2 (C): -0.056

=====

Record 7
This record from OMol25 describes a single C3H9FO3P2 molecule. The level of theory is wB97M-V/def2-TZVPD.

Computed properties:
- F_max: 0.27 eV/A
- Structure (SMILES): O=P(O)(O)PCCCF
- Charge: 0
- LUMO: 0.0194 hartree
- Orbital gap: 0.381 Eh

The geometry in XYZ format:
```
18
C3H9FO3P2 | OMol25 | wB97M-V/def2-TZVPD
O -1.7563 -0.6180 -1.2230
P -2.0584 -0.0001 0.0756
O -2.7060 -1.0035 1.1464
O -3.1288 1.1900 -0.0057
P -0.2726 0.7653 1.0640
C 0.7665 0.9478 -0.4592
C 1.5795 -0.3065 -0.8168
C 2.1172 -1.0877 0.3680
F 3.2169 -1.8422 -0.0420
H -2.1884 -1.0544 1.9596
H -3.6759 1.0833 -0.8002
H -0.6964 2.0990 1.2153
H 0.1232 1.1961 -1.3005
H 1.4305 1.7935 -0.2668
H 0.9711 -0.9507 -1.4512
H 2.4447 0.0045 -1.4063
H 1.3808 -1.7877 0.7685
H 2.4523 -0.4289 1.1744
```

These are the Löwdin partial charges, in e, on atoms 1 to 2: atom 1 (O): -0.315, atom 2 (P): 0.243